# C25H41Br2N2O15P

A cluster of 5 separate species, C25H41Br2N2O15P in total (ωB97M-V with the def2-TZVPD basis set, the Open Molecules 2025 dataset).

CARTESIAN COORDINATES (ANGSTROEM)
1 C 4.925 2.604 1.882
2 C 3.955 2.804 0.982
3 C 2.503 2.622 1.321
4 O 1.835 2.071 0.178
5 C 1.069 0.918 0.423
6 C 1.906 -0.428 0.368
7 N 3.231 -0.133 -0.172
8 C 1.146 -1.345 -0.593
9 O 1.541 -2.695 -0.620
10 O 2.577 -2.858 -1.603
11 P 1.999 -1.113 2.105
12 N 1.525 -2.587 2.356
13 C 1.881 3.956 1.709
14 Br 2.725 5.520 1.033
15 C 0.809 4.068 2.491
16 C 0.089 2.907 3.117
17 Br 0.089 5.748 2.944
18 H 4.888 1.780 2.590
19 H 5.797 3.249 1.899
20 H 4.154 3.066 -0.053
21 H 2.456 1.920 2.166
22 H 0.550 1.015 1.376
23 H 0.302 0.883 -0.350
24 H 3.552 -0.896 -0.754
25 H 3.924 0.020 0.549
26 H 1.327 -0.933 -1.595
27 H 0.069 -1.272 -0.435
28 H 3.326 -3.152 -1.053
29 H 1.224 -0.200 2.854
30 H 3.342 -0.870 2.466
31 H 2.281 -3.149 2.728
32 H -0.550 2.403 2.394
33 H 0.790 2.191 3.550
34 H -0.569 3.260 3.907
35 C 0.473 5.356 -3.095
36 C 0.251 4.187 -2.171
37 C -0.640 3.088 -2.700
38 O -1.140 2.513 -1.485
39 C -1.155 3.498 -0.550
40 O -1.683 3.401 0.512
41 O -0.488 4.581 -0.995
42 H 0.872 6.204 -2.540
43 H 1.181 5.087 -3.878
44 H -0.461 5.675 -3.561
45 H 1.207 3.782 -1.831
46 H -0.120 2.340 -3.292
47 H -1.488 3.482 -3.267
48 C 7.705 -0.620 -4.006
49 C 7.308 -1.864 -3.256
50 C 6.285 -2.751 -3.930
51 O 5.688 -3.412 -2.802
52 C 5.784 -2.571 -1.756
53 O 5.206 -2.716 -0.719
54 O 6.605 -1.544 -2.032
55 H 8.205 0.081 -3.339
56 H 8.383 -0.873 -4.820
57 H 6.832 -0.115 -4.421
58 H 8.194 -2.441 -2.978
59 H 6.708 -3.476 -4.618
60 H 5.507 -2.174 -4.435
61 C -1.741 -3.653 -1.186
62 C -2.793 -3.668 -0.111
63 C -3.532 -4.972 0.080
64 O -4.774 -4.524 0.643
65 C -5.001 -3.275 0.171
66 O -6.031 -2.690 0.276
67 O -3.895 -2.789 -0.434
68 H -1.475 -2.630 -1.446
69 H -0.842 -4.168 -0.850
70 H -2.100 -4.133 -2.098
71 H -2.370 -3.325 0.838
72 H -3.036 -5.668 0.751
73 H -3.747 -5.466 -0.871
74 C -7.364 -0.450 1.923
75 C -8.428 -0.442 2.988
76 C -9.167 -1.745 3.184
77 O -10.416 -1.294 3.730
78 C -10.640 -0.047 3.244
79 O -11.670 0.537 3.333
80 O -9.525 0.431 2.644
81 H -7.089 0.569 1.653
82 H -6.476 -0.969 2.278
83 H -7.711 -0.948 1.020
84 H -8.018 -0.086 3.938
85 H -8.679 -2.434 3.868
86 H -9.368 -2.248 2.236

Calculated values
Strongest force on any atom = 0.0258 Eh/bohr
Energy = -7704.53967 a.u.
Lowest unoccupied orbital energy = 0.23 eV
Total charge = 0
HOMO-LUMO gap = 8.72 eV
Structure (SMILES) = C=C[C@H](OC[C@](N)(COO)[PH2]=N)/C(Br)=C(\C)Br.C[C@@H]1COC(=O)O1.C[C@@H]1COC(=O)O1.C[C@@H]1COC(=O)O1.C[C@@H]1COC(=O)O1


# C25H41Cl3N3O3SiV

A structure of composition C25H41Cl3N3O3SiV (ωB97M-V with the def2-TZVPD basis set, the Open Molecules 2025 dataset).

CARTESIAN COORDINATES (ANGSTROEM)
1 C -2.697 -2.321 -3.681
2 C -2.814 -1.460 -2.451
3 H -3.306 -3.226 -3.551
4 H -1.683 -2.653 -3.891
5 H -3.069 -1.767 -4.558
6 C -4.077 -1.336 -1.887
7 C -5.295 -1.933 -2.459
8 H -4.211 -0.803 -0.948
9 H -5.307 -3.026 -2.357
10 H -5.456 -1.701 -3.524
11 H -6.183 -1.544 -1.948
12 V 2.445 0.869 0.337
13 Cl 3.865 1.317 -1.309
14 Cl 3.252 -0.516 1.879
15 H 6.231 1.838 3.971
16 H 8.040 1.281 1.075
17 C 5.809 1.057 3.319
18 C 7.165 0.631 1.250
19 N 6.098 1.366 1.926
20 H 4.723 1.002 3.452
21 C 5.337 2.277 1.261
22 O 4.230 2.697 1.651
23 H 6.808 0.252 0.277
24 H 5.767 2.594 0.286
25 H 6.273 0.094 3.551
26 H 7.463 -0.209 1.888
27 H -1.588 -2.943 1.065
28 H -4.072 -1.878 0.991
29 C -1.657 -2.709 2.135
30 C -3.869 -1.666 2.054
31 N -2.439 -1.508 2.286
32 H -0.667 -2.548 2.558
33 C -1.800 -0.341 2.564
34 O -0.569 -0.233 2.626
35 H -4.410 -0.766 2.356
36 H -2.489 0.508 2.748
37 H -2.164 -3.539 2.633
38 H -4.220 -2.531 2.629
39 O -1.559 -1.517 -1.540
40 C -1.771 -0.322 -2.262
41 C -2.703 0.815 -0.237
42 C -2.100 0.903 -1.501
43 H -2.719 -0.170 0.261
44 C -3.284 1.940 0.348
45 H -1.080 -0.196 -3.105
46 C -1.770 2.183 -2.001
47 H -3.894 1.845 1.252
48 C -3.093 3.200 -0.235
49 C -2.276 3.316 -1.370
50 H -1.123 2.249 -2.878
51 H -3.529 4.094 0.226
52 H -2.052 4.303 -1.773
53 Si 0.981 -2.451 -1.114
54 Cl 0.669 -0.055 -0.397
55 C 0.918 -3.612 0.325
56 C 2.828 -2.137 -1.430
57 C 0.255 -3.063 -2.667
58 H -0.059 -3.697 0.793
59 H 1.656 -3.350 1.094
60 H 1.170 -4.614 -0.054
61 H -0.667 -3.611 -2.447
62 H 0.970 -3.765 -3.116
63 H 0.102 -2.237 -3.369
64 H 3.031 -1.328 -2.148
65 H 3.231 -3.076 -1.846
66 H 3.391 -1.924 -0.509
67 C -0.169 4.802 1.273
68 C 0.512 4.622 0.070
69 C 1.252 3.458 -0.155
70 N 1.382 2.482 0.790
71 C 0.654 2.624 1.933
72 C -0.096 3.766 2.205
73 H -0.767 5.695 1.458
74 H 0.457 5.357 -0.734
75 H 1.766 3.265 -1.101
76 H 0.667 1.774 2.616
77 H -0.640 3.802 3.142

Calculated values
Strongest force on any atom = 0.0503 Eh/bohr
Energy = -3981.24773 a.u.
Lowest unoccupied orbital energy (spin up / spin down) = -0.68 / -0.74 eV
Multiplicity = 3
Total charge = 0
HOMO-LUMO gap (spin up / spin down) = 3.80 / 3.60 eV


# C25H41F2N2O10

A cluster of 3 separate species, C25H41F2N2O10 in total (ωB97M-V with the def2-TZVPD basis set, the Open Molecules 2025 dataset).

CARTESIAN COORDINATES (ANGSTROEM)
1 C 0.680 -1.147 0.688
2 C 1.739 -1.970 0.707
3 C 2.992 -1.764 1.467
4 C 2.962 -1.938 2.841
5 N 4.066 -1.787 3.590
6 C 5.242 -1.503 3.023
7 C 5.352 -1.323 1.658
8 N 6.691 -1.040 1.186
9 C 7.190 -2.019 0.286
10 O 7.568 -1.869 -0.809
11 F 7.144 -3.207 0.858
12 C 6.923 0.283 0.774
13 O 7.893 0.721 0.301
14 F 5.883 1.055 1.083
15 C 4.205 -1.430 0.842
16 C 4.234 -1.228 -0.643
17 C 3.567 0.141 -1.061
18 C 4.554 1.101 -1.758
19 C 4.358 2.550 -1.388
20 O 4.645 3.424 -2.153
21 O 3.828 2.825 -0.166
22 H 0.175 -1.010 -0.262
23 H 0.252 -0.669 1.564
24 H 1.663 -2.909 0.162
25 H 2.044 -2.187 3.348
26 H 4.048 -1.894 4.596
27 H 6.114 -1.398 3.650
28 H 5.230 -1.229 -1.061
29 H 3.610 -2.010 -1.068
30 H 2.792 -0.061 -1.793
31 H 3.158 0.624 -0.180
32 H 5.584 0.868 -1.496
33 H 4.495 1.034 -2.838
34 H 4.319 3.579 0.187
35 C -3.700 0.488 -6.250
36 O -3.280 1.213 -5.114
37 C -3.693 0.613 -3.900
38 C -2.763 0.996 -2.772
39 O -1.522 0.299 -2.781
40 C -0.572 0.666 -3.769
41 C 0.068 2.011 -3.512
42 O -0.782 3.069 -3.905
43 C -0.556 4.253 -3.171
44 H -4.792 0.479 -6.331
45 H -3.285 0.980 -7.127
46 H -3.325 -0.542 -6.219
47 H -3.711 -0.479 -3.998
48 H -4.706 0.968 -3.665
49 H -3.243 0.704 -1.835
50 H -2.609 2.076 -2.734
51 H -0.981 0.609 -4.778
52 H 0.208 -0.099 -3.694
53 H 0.992 2.093 -4.102
54 H 0.316 2.087 -2.444
55 H -0.694 4.079 -2.097
56 H -1.285 4.990 -3.499
57 H 0.452 4.643 -3.352
58 C -4.529 -0.323 6.332
59 O -4.536 -0.075 4.943
60 C -3.291 0.390 4.463
61 C -3.121 0.055 2.997
62 O -2.789 -1.306 2.742
63 C -3.826 -2.268 2.912
64 C -4.883 -2.232 1.831
65 O -5.778 -1.155 2.038
66 C -6.364 -0.694 0.840
67 H -4.370 0.602 6.897
68 H -5.498 -0.738 6.599
69 H -3.754 -1.052 6.596
70 H -2.468 -0.058 5.034
71 H -3.259 1.482 4.586
72 H -2.266 0.628 2.627
73 H -3.991 0.363 2.417
74 H -4.270 -2.199 3.905
75 H -3.324 -3.237 2.848
76 H -5.457 -3.168 1.861
77 H -4.396 -2.144 0.853
78 H -5.595 -0.374 0.126
79 H -6.988 0.163 1.084
80 H -6.987 -1.470 0.382

Calculated values
Strongest force on any atom = 0.0371 Eh/bohr
Energy = -2038.45518 a.u.
Lowest unoccupied orbital energy = -4.67 eV
Total charge = +1
HOMO-LUMO gap = 6.28 eV


# C25H41FN11O2

A cluster of 9 separate species, C25H41FN11O2 in total (ωB97M-V with the def2-TZVPD basis set, the Open Molecules 2025 dataset).

CARTESIAN COORDINATES (ANGSTROEM)
1 C -0.645 2.523 -3.688
2 C -1.113 4.057 -3.614
3 O -0.010 5.018 -3.652
4 C -2.091 4.315 -2.335
5 C -1.302 4.385 -0.944
6 C -0.984 2.970 -0.264
7 C 0.248 3.246 0.762
8 C 0.874 1.877 1.322
9 C 2.086 1.466 0.324
10 O 3.223 1.970 0.460
11 F 1.907 0.545 -0.755
12 N -0.297 4.172 1.812
13 C -0.998 5.330 1.217
14 N -0.725 6.571 1.655
15 N -1.998 5.225 0.115
16 H 0.268 2.405 -3.003
17 H -0.339 2.159 -4.725
18 H -1.482 1.871 -3.232
19 H -1.745 4.281 -4.561
20 H 0.744 4.489 -4.013
21 H -2.521 5.378 -2.514
22 H -2.992 3.612 -2.343
23 H -0.280 4.907 -1.112
24 H -1.880 2.707 0.427
25 H -0.773 2.114 -0.987
26 H 1.076 3.782 0.153
27 H 0.033 1.083 1.251
28 H 1.325 1.944 2.369
29 H 0.537 4.567 2.305
30 H 0.172 6.700 2.149
31 H -1.418 7.321 1.511
32 H -2.785 4.647 0.479
33 C 3.159 -2.273 -0.004
34 C 2.131 -3.226 0.529
35 N 1.317 -3.976 0.950
36 H 3.139 -2.282 -1.096
37 H 2.947 -1.264 0.348
38 H 4.153 -2.568 0.337
39 C 1.737 -5.608 -2.938
40 C 2.405 -4.266 -2.932
41 N 2.927 -3.204 -2.928
42 H 2.471 -6.389 -3.146
43 H 1.279 -5.800 -1.966
44 H 0.963 -5.633 -3.708
45 C -0.158 -4.464 3.995
46 C -0.651 -4.138 5.375
47 N -1.039 -3.880 6.463
48 H 0.701 -3.837 3.750
49 H 0.140 -5.511 3.945
50 H -0.949 -4.284 3.266
51 C 1.461 -4.484 -7.261
52 C 0.404 -5.134 -6.419
53 N -0.431 -5.647 -5.754
54 H 2.382 -5.067 -7.216
55 H 1.125 -4.427 -8.298
56 H 1.659 -3.475 -6.895
57 C -1.818 -4.450 -2.532
58 C -2.606 -3.247 -2.959
59 N -3.228 -2.297 -3.295
60 H -2.483 -5.189 -2.083
61 H -1.323 -4.895 -3.398
62 H -1.063 -4.158 -1.800
63 C -4.545 3.939 3.628
64 C -4.711 3.915 2.137
65 N -4.843 3.896 0.959
66 H -5.441 4.352 4.094
67 H -4.384 2.926 4.000
68 H -3.686 4.558 3.895
69 C 2.181 -8.733 3.838
70 C 0.875 -8.120 3.428
71 N -0.156 -7.637 3.105
72 H 2.599 -8.186 4.685
73 H 2.028 -9.774 4.128
74 H 2.886 -8.695 3.006
75 C 1.544 5.708 5.497
76 C 2.064 6.072 4.137
77 N 2.477 6.363 3.064
78 H 1.890 6.435 6.234
79 H 0.452 5.702 5.488
80 H 1.903 4.716 5.778

Calculated values
Strongest force on any atom = 0.1115 Eh/bohr
Energy = -1829.46483 a.u.
Lowest unoccupied orbital energy = -3.82 eV
Total charge = +1
HOMO-LUMO gap = 8.63 eV


# C25H41N2O2Sb2W

A structure of composition C25H41N2O2Sb2W (ωB97M-V with the def2-TZVPD basis set, the Open Molecules 2025 dataset).

CARTESIAN COORDINATES (ANGSTROEM)
1 W 0.120 -0.911 -0.305
2 C -3.986 -0.752 0.119
3 Sb -2.192 -0.083 1.008
4 C -2.200 -0.792 3.001
5 C -2.336 2.060 1.046
6 C -2.841 2.602 -0.258
7 C -4.222 2.696 -0.440
8 C -4.766 3.218 -1.600
9 C -3.925 3.668 -2.610
10 C -2.554 3.587 -2.441
11 C -1.991 3.055 -1.279
12 C -0.495 3.033 -1.168
13 Sb 0.321 1.254 -2.058
14 C 2.312 1.617 -2.673
15 C -0.798 0.938 -3.824
16 H -4.801 -0.554 0.814
17 H -3.925 -1.821 -0.072
18 H -4.157 -0.202 -0.805
19 H -3.050 -0.341 3.510
20 H -1.275 -0.505 3.496
21 H -2.307 -1.875 2.998
22 H -1.363 2.440 1.350
23 H -3.036 2.269 1.856
24 H -4.884 2.389 0.363
25 H -5.839 3.300 -1.706
26 H -4.335 4.105 -3.509
27 H -1.901 3.981 -3.213
28 H -0.107 3.085 -0.154
29 H -0.043 3.847 -1.737
30 H 2.306 2.519 -3.283
31 H 2.666 0.775 -3.263
32 H 2.944 1.762 -1.800
33 H -0.591 1.760 -4.508
34 H -1.859 0.929 -3.586
35 H -0.487 0.003 -4.286
36 C 1.012 1.621 3.077
37 C 2.437 1.612 2.521
38 C 2.535 2.347 1.184
39 C 3.038 0.222 2.465
40 C 4.170 -0.076 3.221
41 C 4.749 -1.333 3.202
42 C 4.208 -2.342 2.420
43 C 3.083 -2.109 1.640
44 C 2.491 -3.223 0.801
45 C 2.572 -2.957 -0.702
46 C 1.094 -3.646 1.259
47 C 2.546 -0.826 1.694
48 O 1.405 -0.588 0.903
49 H 0.663 2.647 3.203
50 H 0.962 1.131 4.050
51 H 0.319 1.107 2.403
52 H 3.052 2.166 3.232
53 H 1.910 1.861 0.426
54 H 3.560 2.366 0.815
55 H 2.198 3.379 1.290
56 H 4.600 0.702 3.839
57 H 5.627 -1.530 3.803
58 H 4.663 -3.325 2.415
59 H 3.131 -4.091 0.978
60 H 1.916 -2.126 -1.057
61 H 2.282 -3.830 -1.288
62 H 3.577 -2.664 -1.002
63 H 0.290 -2.906 1.052
64 H 1.060 -3.806 2.336
65 H 0.785 -4.578 0.782
66 N -0.622 -4.376 -2.027
67 C -1.171 -3.189 -2.231
68 N -2.027 -2.987 -3.220
69 O -0.889 -2.206 -1.446
70 H -0.845 -5.177 -2.599
71 H -0.022 -4.516 -1.232
72 H -2.317 -3.729 -3.840
73 H -2.441 -2.079 -3.347

Calculated values
Strongest force on any atom = 0.0035 Eh/bohr
Energy = -1783.81754 a.u.
Lowest unoccupied orbital energy (spin up / spin down) = -10.04 / -10.56 eV
Multiplicity = 3
Relative energy (zero: lowest compared OMol25 entry of this formula, charge and spin) = 0.1 kcal per mole
Total charge = +3
HOMO-LUMO gap (spin up / spin down) = 6.29 / 6.04 eV


# C25H42F6N10O3P

A cluster of 7 separate species, C25H42F6N10O3P in total (ωB97M-V with the def2-TZVPD basis set, the Open Molecules 2025 dataset).

CARTESIAN COORDINATES (ANGSTROEM)
1 C -2.188 3.120 3.265
2 C -1.302 1.904 3.521
3 N -0.446 1.605 2.382
4 F 0.800 2.133 2.455
5 C -0.709 0.902 1.316
6 N -1.971 0.346 1.229
7 C -2.123 -0.333 -0.093
8 C -1.715 0.679 -1.162
9 C -2.256 0.145 -2.497
10 F -1.960 -1.169 -2.700
11 F -3.624 0.233 -2.389
12 C -1.905 0.951 -3.771
13 F -2.125 2.259 -3.539
14 F -0.653 0.726 -4.226
15 F -2.768 0.584 -4.764
16 C -0.193 0.809 -1.050
17 O 0.390 -0.201 -1.783
18 C 1.814 -0.160 -1.993
19 C 2.228 -1.615 -1.904
20 N 2.152 -2.034 -0.502
21 C 0.925 -2.753 -0.203
22 C 0.758 -3.015 1.293
23 C 0.587 -4.490 1.567
24 O -0.394 -2.303 1.792
25 P 0.410 2.534 -1.541
26 O 1.652 2.873 -0.814
27 N 0.211 0.676 0.368
28 H -2.868 3.186 4.103
29 H -1.576 4.012 3.258
30 H -2.750 3.018 2.346
31 H -1.916 1.063 3.799
32 H -0.681 2.117 4.375
33 H -1.958 -0.393 1.934
34 H -3.161 -0.604 -0.198
35 H -1.475 -1.202 -0.111
36 H -2.191 1.638 -0.990
37 H 2.342 0.364 -1.205
38 H 2.030 0.253 -2.976
39 H 1.560 -2.228 -2.498
40 H 3.249 -1.717 -2.263
41 H 2.245 -1.229 0.099
42 H 0.024 -2.245 -0.552
43 H 0.942 -3.712 -0.712
44 H 1.633 -2.694 1.844
45 H 0.370 -4.680 2.612
46 H 1.508 -5.006 1.317
47 H -0.214 -4.906 0.959
48 H -1.133 -2.911 1.756
49 H -0.698 3.363 -1.263
50 H 0.580 2.574 -2.934
51 H 1.091 1.157 0.552
52 C 2.688 -6.235 -2.203
53 C 1.345 -6.464 -1.684
54 N 0.296 -6.646 -1.266
55 H 3.417 -6.734 -1.568
56 H 2.765 -6.630 -3.213
57 H 2.901 -5.168 -2.216
58 C -1.132 3.593 -6.261
59 C -0.074 4.286 -6.985
60 N 0.756 4.830 -7.552
61 H -0.739 2.685 -5.812
62 H -1.531 4.235 -5.478
63 H -1.935 3.336 -6.949
64 C 3.480 -0.933 4.214
65 C 3.421 -2.344 3.855
66 N 3.384 -3.453 3.573
67 H 4.256 -0.439 3.631
68 H 2.521 -0.460 4.011
69 H 3.704 -0.829 5.272
70 C -3.183 3.627 -10.127
71 C -3.889 4.252 -9.014
72 N -4.431 4.740 -8.133
73 H -2.619 4.380 -10.673
74 H -2.497 2.870 -9.753
75 H -3.898 3.158 -10.799
76 C 5.828 0.997 7.872
77 C 4.468 0.524 7.648
78 N 3.399 0.147 7.486
79 H 5.976 1.949 7.367
80 H 6.000 1.128 8.937
81 H 6.539 0.271 7.483
82 C -4.113 -0.193 6.837
83 C -3.040 0.734 6.500
84 N -2.187 1.455 6.250
85 H -4.388 -0.778 5.962
86 H -3.781 -0.864 7.626
87 H -4.982 0.363 7.183

Calculated values
Strongest force on any atom = 0.0404 Eh/bohr
Energy = -2691.28371 a.u.
Lowest unoccupied orbital energy = -2.69 eV
Total charge = +1
HOMO-LUMO gap = 8.76 eV